[1]
Entry from OMol25: a molecular structure, C19H24BrCdN4O5S2 (ωB97M-V/def2-TZVPD).

Geometry as XYZ:
```
56
Properties=species:S:1:pos:R:3:mulliken_charge:R:1
Cd -0.1570 0.4094 0.0738 1.8694
N 2.2711 1.1882 -2.4735 -0.3179
C 3.3883 0.2605 -2.3426 -0.7150
C 3.6177 -0.1076 -0.8900 -0.8679
N 2.4685 -0.7684 -0.2861 -0.0600
C 2.2061 -2.1352 -0.7183 -1.0016
C 1.0119 -2.2453 -1.6742 -0.8099
N -0.2212 -1.7529 -1.0633 -0.4817
H 2.2109 1.5551 -3.4144 0.2409
H 1.3821 0.7328 -2.2906 -0.2255
H 3.2786 -0.6605 -2.9358 0.2610
H 4.2939 0.7564 -2.6996 0.4807
H 4.5198 -0.7389 -0.8418 0.4162
H 3.8053 0.8079 -0.3272 0.4307
H 2.5101 -0.6923 0.7205 0.2873
H 3.0932 -2.5574 -1.2081 0.4015
H 1.9977 -2.7486 0.1597 0.4265
H 1.2059 -1.6343 -2.5556 0.3898
H 0.9091 -3.2828 -2.0076 0.4064
H -0.9563 -1.6103 -1.7661 -0.1394
H -0.5971 -2.4393 -0.4179 0.1156
O -0.1326 -3.8295 2.6632 -0.4952
C -0.2329 -2.5589 2.2160 0.2360
O 0.7241 -1.8370 2.1226 -0.4907
C -1.6340 -2.1818 1.8539 0.0549
C -2.6695 -3.0918 1.8743 -0.6101
C -3.9409 -2.6417 1.5179 -0.4525
C -4.1169 -1.3119 1.2162 -0.7127
C -3.0087 -0.4615 1.2248 0.5065
N -1.7889 -0.9001 1.5031 0.1791
C -3.1734 1.0315 0.9365 0.2421
O -4.2899 1.4886 1.1933 -0.7737
O -2.1450 1.6099 0.5024 -0.6910
H 0.8045 -3.9597 2.8756 0.3617
H -2.4864 -4.1190 2.1533 0.5099
H -4.7721 -3.3338 1.4705 0.4121
H -5.0784 -0.8897 0.9623 0.4749
C -3.6976 2.3358 -2.2263 -0.6312
O -3.8393 0.9057 -2.2852 -0.3566
C -2.7869 0.0959 -2.4300 0.4955
S -3.1595 -1.5515 -2.3943 -0.4696
S -1.2245 0.7398 -2.6933 -0.4313
H -4.4296 2.6732 -1.4972 0.2422
H -3.9089 2.7477 -3.2142 0.2884
H -2.7048 2.6212 -1.9029 0.2755
Br 3.4225 5.2146 3.4441 -0.2528
C 2.4772 3.8623 2.4802 0.1432
C 2.5386 3.8467 1.0993 -0.5148
C 1.8518 2.8505 0.4097 0.1956
C 1.1068 1.8648 1.0638 -1.2211
C 1.0749 1.9332 2.4613 0.3956
C 1.7499 2.9167 3.1796 -0.5052
H 3.1095 4.5983 0.5692 0.3999
H 1.9151 2.8413 -0.6756 0.4121
H 0.5036 1.2014 3.0245 0.2774
H 1.7038 2.9524 4.2603 0.3989
```

## Properties
Net charge: -1
Frontier orbital gap: 6.75 eV
Highest occupied orbital energy: -4.62 eV
DFT total energy: -4871.90064 Ha
LUMO: 2.13 eV
Relative energy (zero: lowest compared OMol25 entry of this formula, charge and spin): 0.430 eV


[2]
Entry from OMol25: 2 unconnected molecules or ions with the total composition C2H8NO2 in a non-equilibrium geometry (ωB97M-V/def2-TZVPD).

Geometry as XYZ:
```
13
Properties=species:S:1:pos:R:3:mulliken_charge:R:1
C 0.1466 -1.5530 1.8546 -0.5490
O -0.0317 -1.5792 0.4805 -0.6043
H -0.2198 -0.6260 2.3605 0.2140
H -0.4402 -2.3757 2.2828 0.2177
H 1.2343 -1.5475 2.0172 0.2026
N 0.5159 1.2982 -2.0818 -0.7175
C -0.2164 1.4166 -0.7931 -0.4294
O -1.1727 0.4619 -0.5470 -0.8858
H 1.0054 0.4225 -1.9137 0.2919
H -0.2149 1.1443 -2.7693 0.2942
H 0.5728 1.4827 0.0214 0.2190
H -0.7766 2.3437 -0.7324 0.3268
H -0.4026 -0.8886 -0.1797 0.4200
```

## Properties
Net charge: -1
Frontier orbital gap: 7.39 eV
Highest occupied orbital energy: -3.07 eV
DFT total energy: -286.20964 Ha
LUMO: 4.33 eV
Relative energy (zero: lowest compared OMol25 entry of this formula, charge and spin): 1.024 eV


[3]
Entry from OMol25: a single C4H6O2 molecule (ωB97M-V/def2-TZVPD).

Geometry as XYZ:
```
12
Properties=species:S:1:pos:R:3:mulliken_charge:R:1
O -1.6264 0.3247 0.6197 -0.4995
C -0.8848 -0.4700 -0.2448 0.0073
C 0.0940 0.2244 -1.1467 -0.7489
C 0.5703 -0.5385 0.0661 0.0002
C 1.1386 0.2324 1.2249 -0.1976
O 0.6318 0.3562 2.3099 -0.4368
H -2.1752 0.9094 0.0899 0.3087
H -1.3739 -1.3803 -0.6061 0.3033
H 0.3005 -0.1885 -2.1272 0.2644
H 0.1230 1.3097 -1.0785 0.2920
H 1.0825 -1.4779 -0.1310 0.3680
H 2.1196 0.6986 1.0238 0.3390
```

## Properties
Frontier orbital gap: 10.52 eV
Highest occupied orbital energy: -9.67 eV
DFT total energy: -306.43316 Ha
LUMO: 0.85 eV
Relative energy (zero: lowest compared OMol25 entry of this formula, charge and spin): 1.990 eV
SMILES: O=C[C@@H]1C[C@@H]1O


[4]
Entry from OMol25: a molecular structure, C12H14F5IN2OSnTe in a non-equilibrium geometry (ωB97M-V/def2-TZVPD).

Geometry as XYZ:
```
37
Properties=species:S:1:pos:R:3:mulliken_charge:R:1
C 1.9944 2.5625 1.4763 -1.9283
C 2.5341 1.2687 -0.5356 -1.7841
H 1.5407 3.5249 1.2595 0.6207
H 3.0318 2.5161 1.1445 0.3862
H 1.7775 1.9876 2.3386 0.5573
H 2.2432 0.9293 -1.4761 0.6250
H 2.9832 2.2487 -0.5405 0.5107
H 3.0778 0.6330 0.1062 0.4720
C -2.4529 1.5995 -1.1817 0.0767
C -3.6742 1.2256 -1.6794 -0.7151
C -3.9129 -0.0750 -2.0941 -0.5468
C -2.8301 -0.9449 -1.9969 -0.4620
H -2.1821 2.6194 -0.8483 0.0504
H -4.4526 2.0149 -1.7716 0.3396
H -4.8675 -0.3887 -2.5045 0.4546
H -2.9203 -1.9473 -2.3960 0.2844
N -1.4314 0.7059 -1.0559 0.0203
C -1.6195 -0.5611 -1.4930 0.7965
C -0.4626 -1.4345 -1.4817 0.3025
N 0.6694 -0.9177 -0.9492 0.3169
C 1.7020 -1.6906 -0.7237 0.1353
C 0.6485 -3.5497 -1.7965 -0.5459
C 1.7900 -2.9999 -1.1881 -0.9309
H 2.5125 -1.2502 -0.1333 0.1729
H 2.7139 -3.5342 -1.0093 0.4202
C -0.4723 -2.7554 -1.9843 -0.7762
H -1.3412 -3.1553 -2.4859 0.3571
H 0.6745 -4.6039 -2.0975 0.4061
Sn 0.5368 1.4670 0.0229 1.2783
I -0.6245 3.8450 0.9597 -0.3048
F 1.0974 0.6756 4.0316 -0.3891
Te 0.4692 -0.7358 2.9291 2.0973
F 0.0608 -2.2240 1.8204 -0.4193
F 1.2508 -1.9026 4.1658 -0.3732
F 2.1901 -0.7081 2.1022 -0.4504
F -1.2026 -0.8114 3.8220 -0.4075
O -0.1705 0.4257 1.6477 -0.6474
```

## Properties
Frontier orbital gap (alpha / beta): 4.62 / 4.61 eV
Highest occupied orbital energy (alpha / beta): -6.00 / -5.99 eV
DFT total energy: -1929.64533 Ha
LUMO (alpha / beta): -1.38 / -1.38 eV
Relative energy (zero: lowest compared OMol25 entry of this formula, charge and spin): 5.349 eV


[5]
Entry from OMol25: a single C5H9N3O molecule in a non-equilibrium geometry (ωB97M-V/def2-TZVPD).

Geometry as XYZ:
```
18
Properties=species:S:1:pos:R:3:mulliken_charge:R:1
C 1.8474 0.5682 0.2414 -1.1467
C 0.7108 1.1614 -0.6515 0.3192
C 0.5669 0.3932 -2.1560 -0.6575
C -0.5809 -0.7624 -0.4067 0.5901
C -1.0177 0.5471 2.4929 -0.4609
H 1.8758 1.2091 1.2449 0.2633
H 1.7874 -0.4708 0.5167 0.3894
H 2.8339 0.9118 -0.1983 0.3688
H 0.7932 2.2617 -0.4358 0.2708
H 1.1312 -0.5639 -2.2459 0.3206
H 0.3447 1.1885 -2.8509 0.2980
H -1.2648 -2.7253 -0.9654 0.2050
H -1.8342 -0.1758 2.6289 0.3368
H -0.4105 1.3312 3.2308 0.2475
N -0.4054 0.3374 -0.8961 -0.2028
N -0.5964 -1.8665 -1.2101 -0.7481
N -0.2036 0.4176 1.4283 -0.0291
O -0.7472 -0.8288 0.8375 -0.3643
```

## Properties
Frontier orbital gap: 8.44 eV
Highest occupied orbital energy: -8.16 eV
DFT total energy: -435.13864 Ha
LUMO: 0.28 eV
Relative energy (zero: lowest compared OMol25 entry of this formula, charge and spin): 8.682 eV
SMILES: [H]/N=C(\ON=C)N1C[C@@H]1C